{"formula": "C3H8NO2", "method": "ωB97M-V/def2-TZVPD", "energy_ev": -8818.093, "de_lowest_ev": 1.859, "total_charge": 1, "mol_weight_g_mol": 90.10, "symbols": ["O", "C", "O", "H", "H", "C", "C", "N", "H", "H", "H", "H", "H", "H"], "xyz": [[0.4685, 1.3335, -1.7387], [0.4241, 0.4272, -2.4977], [1.1909, -0.6995, -2.2626], [-0.1492, 0.3649, -3.4291], [1.5995, -0.9215, -3.1267], [-1.1525, 0.2050, 2.2513], [0.2685, -0.6048, 0.4338], [0.0723, 0.1790, 1.4171], [-1.3486, 1.2616, 2.4340], [-0.9662, -0.2197, 3.2343], [-1.9076, -0.2855, 1.6465], [-0.5589, -1.1640, 0.0107], [1.2618, -0.7395, 0.0245], [0.7974, 0.8632, 1.6026]]}